1.
Molecular formula: C26H42FeNOP2
Method: DFT, wB97M-V/def2-TZVPD

For the electronic energy, the calculation gives -3091.79790 a.u. The value obtained for the lowest unoccupied orbital energy (spin up / spin down) is -6.31 / -7.93 eV. As for the charge: +2. The gap between HOMO and LUMO (spin up / spin down) comes out at 7.39 / 6.63 eV. The HOMO energy (spin up / spin down) is -13.700 / -14.556 eV. As for the relative energy (zero: lowest compared OMol25 entry of this formula, charge and spin): 0.9 kcal per mole. The spin multiplicity is 2.

Positions of all 73 atoms, in Å:
Fe (-0.182, 0.830, -0.921)
C (-3.902, 0.338, -2.931)
C (-3.816, 0.380, -1.404)
C (-4.083, 1.787, -0.872)
P (-2.205, -0.262, -0.808)
C (-2.083, -2.018, -1.367)
C (-1.363, -2.879, -0.331)
C (-1.355, -2.074, -2.712)
C (-2.308, -0.317, 1.002)
C (-3.410, -0.760, 1.701)
C (-3.365, -0.962, 3.085)
C (-4.560, -1.439, 3.845)
C (-2.141, -0.756, 3.743)
C (-1.030, -0.300, 3.080)
C (-1.104, 0.001, 1.695)
N (-0.075, 0.500, 0.957)
C (1.142, 0.921, 1.521)
C (1.240, 1.624, 2.728)
C (2.483, 1.947, 3.234)
C (3.661, 1.585, 2.575)
C (5.004, 1.929, 3.144)
C (3.550, 0.944, 1.342)
C (2.316, 0.643, 0.789)
P (2.060, -0.010, -0.884)
C (3.053, -1.549, -1.050)
C (2.686, -2.562, 0.032)
C (2.942, -2.147, -2.451)
C (2.822, 1.200, -2.069)
C (1.996, 1.146, -3.359)
C (2.863, 2.631, -1.538)
H (-4.839, 0.795, -3.250)
H (-3.885, -0.678, -3.322)
H (-3.088, 0.902, -3.395)
H (-4.567, -0.305, -0.997)
H (-3.373, 2.501, -1.294)
H (-4.029, 1.845, 0.216)
H (-5.079, 2.107, -1.175)
H (-3.110, -2.378, -1.489)
H (-0.381, -2.461, -0.097)
H (-1.210, -3.881, -0.734)
H (-1.921, -2.974, 0.600)
H (-0.318, -1.746, -2.592)
H (-1.817, -1.457, -3.482)
H (-1.335, -3.101, -3.077)
H (-4.329, -0.991, 1.174)
H (-5.411, -1.622, 3.193)
H (-4.852, -0.698, 4.592)
H (-4.330, -2.359, 4.384)
H (-2.068, -0.978, 4.800)
H (-0.098, -0.209, 3.615)
H (0.348, 1.939, 3.252)
H (2.547, 2.494, 4.167)
H (4.950, 2.108, 4.216)
H (5.392, 2.837, 2.676)
H (5.725, 1.134, 2.961)
H (4.457, 0.701, 0.797)
H (4.082, -1.207, -0.890)
H (1.678, -2.948, -0.121)
H (2.750, -2.143, 1.037)
H (3.370, -3.409, -0.019)
H (1.906, -2.381, -2.704)
H (3.506, -3.079, -2.482)
H (3.352, -1.494, -3.221)
H (3.842, 0.865, -2.279)
H (0.962, 1.486, -3.175)
H (1.933, 0.152, -3.800)
H (2.407, 1.824, -4.108)
H (1.858, 3.003, -1.313)
H (3.283, 3.286, -2.302)
H (3.464, 2.735, -0.638)
O (-0.730, 2.798, -0.595)
H (-0.746, 3.184, 0.289)
H (-1.132, 3.435, -1.200)

---

2.
Molecular formula: C26H42N6O5P2
Method: DFT, wB97M-V/def2-TZVPD

For the electronic energy, the calculation gives -2403.29613 a.u. The value obtained for the lowest unoccupied orbital energy is -0.08 eV. The gap between HOMO and LUMO comes out at 7.67 eV. The HOMO energy is -7.751 eV. The spin multiplicity is 1.

Positions of all 81 atoms, in Å:
C (-2.780, -2.938, 1.378)
C (-1.357, -3.119, 0.813)
C (-0.312, -2.741, 1.919)
C (-1.051, -2.271, -0.444)
C (0.093, -2.966, -1.256)
C (-2.241, -2.066, -1.390)
O (-2.251, -0.722, -1.920)
O (-2.774, 0.072, -0.823)
P (-2.867, 1.609, -1.291)
O (-3.328, 1.882, -2.653)
O (-3.811, 2.248, -0.149)
O (-1.406, 2.278, -0.996)
P (-1.333, 3.925, -1.232)
N (0.032, 4.355, -1.860)
H (-3.417, -3.741, 0.990)
H (-2.838, -2.996, 2.461)
H (-3.255, -2.013, 1.050)
H (-1.168, -4.168, 0.600)
H (0.492, -3.475, 1.963)
H (-0.777, -2.689, 2.903)
H (0.142, -1.767, 1.736)
H (-0.634, -1.309, -0.156)
H (1.083, -2.651, -0.933)
H (-0.003, -4.050, -1.219)
H (0.003, -2.667, -2.302)
H (-3.220, -2.220, -0.939)
H (-2.179, -2.684, -2.283)
H (-4.187, 1.540, 0.396)
H (-2.402, 4.297, -2.070)
H (-1.564, 4.577, -0.001)
H (0.665, 3.580, -2.020)
N (1.624, 2.827, 0.667)
C (1.377, 2.754, 2.010)
C (2.578, 2.861, 2.663)
C (3.585, 3.014, 1.674)
C (2.964, 2.989, 0.453)
H (0.927, 2.773, -0.055)
H (0.375, 2.630, 2.385)
H (2.719, 2.833, 3.731)
H (4.643, 3.123, 1.839)
H (3.360, 3.073, -0.545)
N (3.969, -3.435, -2.230)
C (3.920, -3.912, -3.512)
C (3.715, -2.845, -4.347)
C (3.638, -1.681, -3.536)
C (3.799, -2.078, -2.235)
H (4.108, -3.995, -1.409)
H (4.037, -4.961, -3.719)
H (3.631, -2.894, -5.419)
H (3.482, -0.668, -3.869)
H (3.808, -1.515, -1.317)
N (4.338, -2.165, 3.495)
C (4.093, -0.817, 3.538)
C (3.335, -0.491, 2.446)
C (3.112, -1.689, 1.719)
C (3.742, -2.705, 2.389)
H (4.874, -2.677, 4.171)
H (4.479, -0.209, 4.339)
H (2.979, 0.493, 2.194)
H (2.549, -1.790, 0.805)
H (3.816, -3.759, 2.177)
N (-2.922, -1.727, 6.284)
C (-3.204, -0.918, 5.218)
C (-4.550, -1.003, 4.973)
C (-5.099, -1.898, 5.930)
C (-4.069, -2.327, 6.724)
H (-2.010, -1.862, 6.680)
H (-2.428, -0.354, 4.729)
H (-5.081, -0.482, 4.194)
H (-6.131, -2.192, 6.024)
H (-4.056, -3.004, 7.561)
N (-1.525, 4.592, -5.165)
C (-0.701, 5.639, -4.856)
C (-0.459, 6.332, -6.014)
C (-1.165, 5.676, -7.059)
C (-1.815, 4.607, -6.502)
H (-1.867, 3.909, -4.511)
H (-0.361, 5.793, -3.847)
H (0.157, 7.211, -6.102)
H (-1.192, 5.957, -8.099)
H (-2.453, 3.859, -6.940)

---

3.
Molecular formula: C26H43BBeBr3ClF13NaO11Si2
Method: DFT, wB97M-V/def2-TZVPD

For the electronic energy, the calculation gives -12105.40779 a.u. The value obtained for the lowest unoccupied orbital energy is -4.78 eV. The gap between HOMO and LUMO comes out at 1.61 eV. The HOMO energy is -6.396 eV. The spin multiplicity is 1.

Positions of all 102 atoms, in Å:
C (4.775, -0.218, -1.274)
O (4.795, -0.520, -2.588)
C (5.934, -1.208, -3.145)
C (6.130, -2.618, -2.570)
C (4.877, -3.161, -1.914)
C (4.945, -4.642, -1.622)
C (4.123, -5.056, -0.423)
C (2.788, -4.319, -0.347)
C (1.716, -5.113, 0.339)
C (0.396, -4.344, 0.575)
Si (0.298, -2.627, -0.137)
Cl (-0.656, -1.463, 1.326)
O (-0.522, -2.566, -1.539)
Si (-2.125, -2.175, -1.606)
H (3.907, -0.882, -0.870)
H (5.664, -0.576, -0.760)
H (4.572, 0.820, -1.044)
H (5.726, -1.231, -4.205)
H (6.843, -0.628, -3.022)
H (6.904, -2.609, -1.809)
H (6.440, -3.281, -3.371)
H (4.003, -2.938, -2.518)
H (4.833, -2.650, -0.934)
H (4.727, -5.203, -2.517)
H (5.980, -4.886, -1.394)
H (4.020, -6.132, -0.352)
H (4.670, -4.744, 0.470)
H (2.489, -4.113, -1.373)
H (3.023, -3.396, 0.218)
H (2.087, -5.477, 1.292)
H (1.547, -5.994, -0.271)
H (0.208, -4.256, 1.640)
H (-0.437, -4.906, 0.164)
H (1.583, -1.927, -0.374)
H (-2.433, -0.869, -0.998)
H (-2.942, -3.271, -1.022)
H (-2.521, -2.005, -3.186)
C (-4.112, 1.169, 1.379)
Br (-5.279, -0.371, 1.505)
Br (-3.931, 1.721, -0.439)
Br (-4.677, 2.589, 2.531)
H (-3.136, 0.852, 1.717)
F (-2.579, -1.308, -4.249)
Be (3.052, -1.727, 0.168)
B (4.204, -6.984, -4.761)
F (5.484, -6.832, -4.168)
F (4.173, -8.128, -5.551)
F (3.244, -7.081, -3.715)
F (3.923, -5.842, -5.531)
O (5.967, 2.339, 1.187)
C (4.909, 2.795, 1.548)
O (3.811, 2.043, 1.357)
C (2.516, 2.379, 1.901)
C (1.755, 3.346, 1.040)
C (4.763, 4.185, 2.116)
H (2.613, 2.747, 2.920)
H (1.984, 1.427, 1.954)
H (2.268, 4.302, 0.970)
H (0.776, 3.524, 1.473)
H (1.634, 2.967, 0.020)
H (4.714, 4.891, 1.288)
H (5.647, 4.400, 2.711)
H (3.888, 4.324, 2.748)
C (0.248, 5.457, 3.456)
O (-0.529, 5.755, 4.375)
O (-0.108, 5.904, 2.178)
O (1.298, 4.802, 3.532)
H (-0.931, 6.371, 2.356)
C (-8.612, -3.871, 5.684)
C (-7.859, -3.232, 6.579)
C (-6.905, -2.151, 6.164)
O (-6.235, -1.598, 6.998)
C (-6.834, -1.827, 4.720)
C (-7.587, -2.465, 3.824)
C (-8.536, -3.530, 4.222)
O (-9.228, -4.124, 3.435)
H (-9.321, -4.653, 5.954)
H (-7.899, -3.452, 7.648)
H (-6.136, -1.048, 4.442)
H (-7.544, -2.239, 2.766)
Na (-7.104, -5.387, 6.924)
O (-2.674, -1.314, 4.227)
H (-3.426, -0.984, 3.726)
H (-2.148, -1.796, 3.578)
C (-2.079, 4.972, -3.315)
C (-1.910, 5.577, -1.917)
C (-3.176, 5.898, -1.122)
F (-3.938, 6.827, -1.739)
F (-2.828, 6.396, 0.085)
F (-1.121, 6.666, -1.983)
F (-1.249, 4.639, -1.174)
O (-1.965, 5.840, -4.417)
C (-3.031, 6.529, -4.904)
C (-2.820, 8.044, -4.793)
F (-2.634, 8.402, -3.508)
F (-3.925, 8.672, -5.257)
F (-4.191, 6.145, -4.335)
F (-3.121, 6.250, -6.227)
H (-1.229, 4.301, -3.424)
H (-2.968, 4.343, -3.378)
H (-3.773, 4.997, -0.956)
H (-1.952, 8.345, -5.381)

---

4.
Molecular formula: C26H43BClN6O6S
Method: DFT, wB97M-V/def2-TZVPD

For the electronic energy, the calculation gives -2679.34681 a.u. The value obtained for the lowest unoccupied orbital energy is -4.63 eV. As for the charge: +1. The gap between HOMO and LUMO comes out at 7.06 eV. The HOMO energy is -11.689 eV. The spin multiplicity is 1.

Positions of all 84 atoms, in Å:
C (1.769, -1.309, 1.130)
C (0.291, -1.999, 1.103)
N (-0.690, -1.270, 0.252)
C (-1.242, -0.034, 0.802)
Cl (-0.726, 0.631, 2.431)
C (-2.315, 0.828, 0.049)
B (-2.865, 2.209, 0.743)
O (-2.669, 3.427, 0.009)
O (-3.479, 2.243, 2.041)
C (-2.815, 0.368, -1.377)
C (-3.912, 1.191, -2.193)
O (-3.743, 1.453, -3.417)
O (-5.104, 1.715, -1.609)
S (-5.799, 0.574, -0.557)
C (-2.147, -0.955, -1.911)
C (-2.620, -1.414, -3.383)
C (-4.177, -1.833, -3.442)
C (-4.596, -2.856, -2.284)
N (-5.960, -2.742, -1.721)
O (-3.867, -3.770, -1.818)
C (-1.084, -1.755, -1.063)
C (-0.495, -3.066, -1.746)
C (0.553, -2.702, -2.928)
O (0.694, -1.281, -3.151)
C (2.012, -3.365, -2.687)
N (2.774, -2.725, -1.572)
H (1.856, -0.401, 0.445)
H (1.998, -1.065, 2.237)
H (2.547, -2.112, 0.837)
H (-0.088, -2.009, 2.196)
H (0.456, -3.090, 0.824)
H (-2.485, 3.179, -0.927)
H (-3.032, 3.003, 2.499)
H (-6.833, 1.282, 0.086)
H (-2.025, -2.301, -3.792)
H (-2.373, -0.529, -4.085)
H (-4.313, -2.406, -4.437)
H (-4.889, -0.930, -3.519)
H (-6.587, -2.287, -2.412)
H (-6.333, -3.703, -1.616)
H (-0.078, -3.843, -1.027)
H (-1.389, -3.575, -2.276)
H (0.161, -3.173, -3.912)
H (1.309, -1.163, -3.919)
H (2.593, -3.171, -3.672)
H (1.962, -4.494, -2.522)
H (2.490, -1.750, -1.403)
H (3.756, -2.692, -1.894)
C (4.086, 1.484, 3.736)
C (5.586, 1.452, 3.461)
C (5.926, 1.682, 1.986)
C (5.301, 0.604, 1.146)
N (4.809, -0.245, 0.486)
H (3.562, 0.685, 3.205)
H (3.893, 1.345, 4.803)
H (3.652, 2.442, 3.434)
H (5.986, 0.487, 3.788)
H (6.075, 2.223, 4.063)
H (7.008, 1.663, 1.843)
H (5.558, 2.654, 1.654)
C (-5.686, -3.263, 3.522)
C (-5.264, -2.090, 2.643)
C (-4.398, -2.517, 1.456)
C (-3.138, -3.168, 1.951)
N (-2.144, -3.677, 2.341)
H (-4.822, -3.757, 3.975)
H (-6.324, -2.915, 4.337)
H (-6.244, -4.005, 2.944)
H (-4.721, -1.364, 3.256)
H (-6.161, -1.587, 2.267)
H (-4.134, -1.645, 0.850)
H (-4.939, -3.221, 0.818)
C (4.438, 5.989, -0.319)
C (5.705, 6.831, -0.208)
C (6.961, 6.079, -0.655)
C (7.164, 4.865, 0.207)
N (7.324, 3.910, 0.885)
H (4.480, 5.111, 0.331)
H (3.566, 6.575, -0.018)
H (4.282, 5.650, -1.347)
H (5.821, 7.163, 0.829)
H (5.590, 7.729, -0.822)
H (7.838, 6.727, -0.569)
H (6.871, 5.766, -1.698)